1.
{"formula": "C4H8", "method": "ωB97M-V/def2-TZVPD", "e_lumo_ev": 1.17, "de_lowest_kcal_mol": 55.9, "smiles": "C=C.C=C", "elements": ["C", "C", "H", "H", "H", "H", "C", "C", "H", "H", "H", "H"], "coordinates": [[-3.422, -0.300, -0.041], [-2.235, 0.284, -0.098], [-3.603, -1.195, -0.659], [-4.051, -0.245, 0.885], [-1.433, 0.223, -0.709], [-2.017, 1.180, 0.428], [2.247, 0.410, 0.019], [3.255, -0.417, -0.036], [1.666, 0.421, 0.952], [2.265, 1.339, -0.744], [3.322, -1.072, 0.812], [4.005, -0.629, -0.808]], "atomic_forces_ev_per_a": [[0.39, -1.95, 1.02], [-2.18, 1.58, 1.39], [-0.11, 0.56, 0.18], [0.29, 0.64, -1.32], [1.93, -1.41, -2.80], [-0.31, 0.58, 1.53], [0.30, 3.60, -1.42], [0.83, -1.70, 0.17], [-0.09, 0.30, -0.79], [-0.81, -2.33, 1.74], [0.23, -0.60, 0.19], [-0.48, 0.73, 0.11]], "lowdin_charge": [-0.07, -0.08, 0.05, 0.06, 0.00, 0.03, -0.12, -0.12, 0.05, 0.10, 0.03, 0.06]}


2.
{"formula": "C24H20NO6S2", "method": "ωB97M-V/def2-TZVPD", "e_lumo_ev": 2.59, "total_charge": -1, "elements": ["C", "C", "C", "C", "C", "C", "C", "O", "C", "O", "N", "C", "C", "H", "H", "H", "H", "H", "H", "H", "H", "H", "H", "C", "C", "C", "C", "C", "C", "S", "O", "O", "C", "C", "C", "C", "C", "C", "C", "C", "S", "O", "O", "H", "H", "H", "H", "H", "H", "H", "H", "H", "H"], "coordinates": [[-5.015, -2.029, -1.864], [-4.137, -1.115, -1.269], [-2.886, -1.550, -0.819], [-2.465, -2.863, -1.065], [-1.102, -3.314, -0.582], [0.069, -2.721, -1.396], [1.188, -3.694, -1.788], [2.390, -2.910, -1.754], [2.110, -1.708, -1.110], [2.970, -0.852, -0.995], [0.795, -1.699, -0.695], [-3.315, -3.749, -1.738], [-4.594, -3.339, -2.121], [-6.029, -1.724, -2.120], [-4.423, -0.070, -1.135], [-2.228, -0.885, -0.253], [-0.941, -2.982, 0.456], [-1.030, -4.413, -0.627], [-0.332, -2.344, -2.366], [1.270, -4.519, -1.061], [1.059, -4.116, -2.790], [-2.960, -4.764, -1.934], [-5.259, -4.049, -2.615], [2.323, 3.816, 5.068], [2.059, 3.901, 3.700], [1.856, 2.720, 2.996], [1.890, 1.481, 3.606], [2.133, 1.388, 4.977], [2.361, 2.563, 5.700], [1.686, 0.053, 2.522], [2.966, -0.599, 2.428], [0.487, -0.660, 2.905], [1.347, 0.975, 1.034], [0.640, 0.458, 0.004], [0.390, 1.193, -1.217], [1.397, 2.035, -1.751], [1.091, 2.933, -2.769], [-0.197, 2.971, -3.316], [-1.163, 2.054, -2.879], [-0.847, 1.131, -1.887], [1.633, 2.729, 1.210], [0.438, 3.476, 0.918], [2.919, 3.074, 0.644], [2.507, 4.730, 5.627], [2.024, 4.853, 3.170], [2.152, 0.403, 5.444], [2.581, 2.497, 6.768], [0.122, -0.503, 0.161], [2.417, 1.944, -1.389], [1.866, 3.621, -3.101], [-0.450, 3.719, -4.067], [-2.174, 2.066, -3.292], [-1.588, 0.387, -1.578]], "atomic_forces_ev_per_a": [[0.20, -0.07, -0.14], [0.18, -0.32, 0.21], [-0.33, -0.22, -0.22], [0.14, -0.19, 0.30], [0.25, -0.06, -0.12], [0.56, 0.09, -0.68], [0.37, -0.26, 0.31], [-0.10, -0.57, -0.61], [-2.07, -0.08, 0.60], [-0.09, -0.44, -0.04], [1.83, -1.63, -1.34], [-0.03, 0.39, 0.07], [0.09, 0.16, 0.15], [0.28, -0.02, -0.08], [-0.05, -0.32, 0.09], [-0.25, -0.21, -0.21], [-0.08, -0.27, -0.23], [-0.18, 0.26, 0.15], [-0.15, 0.10, 0.32], [0.08, 0.12, -0.06], [0.11, 0.02, 0.08], [-0.20, 0.28, 0.04], [0.10, 0.22, 0.14], [-0.07, -0.26, -0.30], [0.04, -0.13, 0.25], [-0.08, -0.08, -0.48], [0.08, -0.01, 0.17], [0.04, 0.17, -0.13], [-0.05, -0.11, -0.14], [-0.57, 0.88, -0.80], [-0.48, -0.05, 0.38], [0.62, -0.11, 0.17], [-0.12, 0.73, 0.29], [-1.52, 1.10, 1.91], [0.47, 0.66, -1.19], [-0.54, -0.35, -0.07], [-0.25, -0.16, 0.00], [0.02, -0.06, 0.34], [0.33, 0.03, -0.08], [-0.04, 0.09, 0.55], [1.00, -1.55, 0.42], [0.31, 0.22, -0.12], [-0.42, 0.78, 0.15], [-0.04, -0.21, 0.00], [0.03, -0.22, 0.21], [0.04, 0.30, 0.00], [-0.11, 0.05, -0.33], [0.37, 1.14, 0.09], [-0.28, 0.09, 0.09], [-0.19, -0.14, -0.10], [0.06, -0.21, 0.13], [0.33, -0.05, -0.03], [0.35, 0.48, -0.12]], "lowdin_charge": [-0.11, -0.09, -0.05, -0.22, -0.10, -0.35, -0.15, -0.02, -0.57, 0.04, 0.02, -0.05, -0.10, 0.09, 0.10, 0.11, 0.13, 0.11, 0.14, 0.11, 0.11, 0.11, 0.09, -0.07, -0.05, -0.25, -0.24, -0.04, -0.07, 0.70, -0.28, -0.30, -0.32, -0.09, -0.19, -0.03, -0.07, -0.09, -0.09, -0.01, 0.71, -0.28, -0.30, 0.10, 0.12, 0.12, 0.10, 0.08, 0.11, 0.10, 0.09, 0.10, 0.08]}


3.
{"formula": "C14H46BO7", "method": "ωB97M-V/def2-TZVPD", "e_lumo_ev": 2.91, "total_charge": -1, "elements": ["B", "H", "H", "H", "H", "C", "C", "O", "H", "H", "H", "H", "H", "H", "C", "C", "O", "H", "H", "H", "H", "H", "H", "C", "C", "O", "H", "H", "H", "H", "H", "H", "C", "C", "O", "H", "H", "H", "H", "H", "H", "C", "C", "O", "H", "H", "H", "H", "H", "H", "C", "C", "O", "H", "H", "H", "H", "H", "H", "C", "C", "O", "H", "H", "H", "H", "H", "H"], "coordinates": [[23.838, -7.144, 32.035], [24.805, -6.663, 31.522], [22.992, -7.256, 31.191], [24.061, -8.217, 32.522], [23.459, -6.387, 32.876], [22.490, -10.005, 34.767], [23.118, -10.650, 35.974], [22.096, -10.847, 36.966], [23.235, -9.907, 33.977], [22.124, -9.009, 35.019], [21.664, -10.577, 34.347], [23.890, -10.003, 36.400], [23.593, -11.590, 35.670], [22.530, -11.268, 37.713], [27.272, -5.239, 30.652], [27.184, -5.247, 32.171], [25.939, -4.744, 32.615], [26.474, -5.829, 30.203], [28.230, -5.637, 30.294], [27.253, -4.206, 30.298], [27.992, -4.665, 32.613], [27.274, -6.280, 32.536], [25.249, -5.363, 32.330], [24.668, -8.943, 27.171], [23.983, -8.729, 28.500], [24.347, -7.440, 28.977], [24.298, -8.275, 26.395], [24.489, -9.969, 26.832], [25.744, -8.830, 27.307], [24.308, -9.491, 29.216], [22.890, -8.771, 28.414], [24.118, -7.386, 29.921], [26.420, -8.189, 36.388], [25.767, -8.179, 35.031], [24.645, -7.311, 35.098], [27.261, -8.887, 36.417], [25.705, -8.524, 37.144], [26.768, -7.201, 36.690], [25.483, -9.197, 34.729], [26.424, -7.809, 34.236], [24.313, -7.189, 34.195], [20.124, -10.175, 30.127], [20.643, -9.066, 31.003], [21.788, -9.542, 31.698], [19.297, -9.883, 29.475], [19.757, -11.013, 30.722], [20.917, -10.546, 29.473], [19.886, -8.805, 31.757], [20.857, -8.148, 30.447], [22.277, -8.749, 31.975], [20.664, -2.954, 34.208], [21.871, -3.855, 34.039], [21.480, -4.917, 33.189], [20.468, -2.475, 33.244], [20.809, -2.181, 34.965], [19.762, -3.512, 34.463], [22.129, -4.276, 35.018], [22.703, -3.266, 33.642], [22.256, -5.485, 33.034], [28.614, -9.297, 30.528], [27.118, -9.052, 30.424], [26.594, -8.946, 31.737], [29.096, -9.111, 29.566], [28.815, -10.308, 30.878], [29.010, -8.561, 31.230], [26.610, -9.860, 29.883], [26.944, -8.132, 29.856], [25.795, -8.400, 31.709]], "atomic_forces_ev_per_a": [[-0.20, -0.05, -0.13], [0.41, -0.15, -0.25], [-0.39, 0.09, -0.15], [0.21, -0.28, 0.15], [0.00, 0.22, 0.37], [0.11, 0.26, -0.11], [-0.23, 0.18, -0.05], [0.29, -0.32, -0.10], [-0.01, 0.10, 0.02], [0.03, 0.02, -0.04], [0.02, -0.18, 0.16], [0.06, 0.05, -0.15], [-0.13, -0.13, 0.22], [-0.14, 0.01, 0.12], [0.65, 0.30, -0.02], [-0.49, -0.86, -0.24], [0.25, 0.71, 0.20], [-0.09, 0.14, -0.04], [-0.04, -0.18, 0.17], [-0.35, -0.04, -0.09], [-0.14, 0.17, 0.10], [0.28, 0.03, -0.06], [0.11, 0.04, 0.09], [-0.13, -0.59, 0.03], [0.07, 0.61, 0.27], [0.20, -0.18, -0.12], [0.10, 0.18, 0.08], [0.00, 0.03, -0.04], [0.01, 0.16, -0.13], [-0.12, -0.10, -0.04], [0.00, -0.26, -0.10], [-0.09, 0.16, -0.24], [0.14, -0.27, 0.29], [-0.18, 0.47, -0.45], [-0.04, -0.24, 0.23], [0.04, 0.07, -0.07], [-0.05, 0.03, -0.05], [0.00, 0.05, -0.14], [-0.10, 0.01, 0.09], [0.31, -0.14, 0.21], [-0.04, -0.02, 0.15], [-0.13, -0.38, -0.48], [-0.23, -0.07, 0.70], [-0.18, 0.27, -0.33], [0.01, 0.29, 0.13], [0.16, 0.01, 0.10], [0.05, 0.01, 0.09], [-0.13, 0.09, -0.19], [0.15, -0.11, -0.14], [0.20, -0.30, -0.02], [-0.15, 0.25, -0.48], [-0.70, -0.31, 0.64], [0.21, 0.17, -0.24], [-0.09, 0.13, 0.11], [0.15, 0.00, -0.03], [0.13, -0.19, 0.10], [0.34, 0.18, -0.03], [0.16, -0.19, -0.02], [-0.32, 0.11, -0.08], [-0.33, 0.28, -0.11], [0.05, 0.16, -0.04], [0.11, -0.01, -0.11], [0.02, -0.25, -0.04], [0.18, 0.03, 0.05], [0.12, -0.14, 0.10], [0.11, -0.05, -0.03], [-0.09, 0.00, 0.08], [-0.11, -0.07, 0.13]], "lowdin_charge": [-0.31, 0.00, 0.02, 0.02, 0.00, -0.09, -0.31, -0.09, 0.06, 0.09, 0.07, 0.09, 0.11, 0.07, -0.09, -0.33, -0.10, 0.05, 0.07, 0.07, 0.11, 0.09, 0.00, -0.09, -0.33, -0.11, 0.07, 0.07, 0.07, 0.11, 0.11, -0.01, -0.09, -0.34, -0.10, 0.07, 0.06, 0.07, 0.10, 0.10, 0.00, -0.10, -0.33, -0.11, 0.07, 0.07, 0.07, 0.11, 0.11, 0.00, -0.11, -0.34, -0.10, 0.07, 0.06, 0.07, 0.11, 0.11, 0.01, -0.09, -0.33, -0.09, 0.07, 0.07, 0.07, 0.10, 0.09, 0.01]}


4.
{"formula": "C5H12O2", "method": "ωB97M-V/def2-TZVPD", "e_lumo_ev": 0.89, "de_lowest_kcal_mol": 130.6, "elements": ["O", "C", "C", "C", "C", "C", "H", "H", "H", "H", "H", "H", "H", "H", "H", "H", "H", "H", "O"], "coordinates": [[0.529, -0.103, -1.494], [1.213, -0.392, -0.534], [1.154, 0.356, 0.813], [-0.301, 0.547, 1.145], [-1.210, -0.713, 1.092], [-0.086, -2.230, 0.805], [2.154, -0.946, -0.653], [1.555, 1.320, 0.478], [1.743, -0.106, 1.596], [-0.682, 1.296, 0.447], [-0.384, 0.988, 2.146], [-1.557, -0.807, 0.061], [-2.126, -0.483, 1.637], [-1.065, -1.875, 1.430], [-0.461, -2.786, -0.043], [0.380, -2.812, 1.592], [-1.368, 2.428, -2.172], [-0.298, 1.372, -1.794], [-0.701, 2.227, -1.537]], "atomic_forces_ev_per_a": [[-0.07, -0.56, 0.04], [1.16, 0.59, 1.01], [-0.82, -0.46, -1.87], [-0.32, 0.28, 1.41], [1.60, 1.84, -3.28], [0.14, 0.93, -0.15], [-0.16, -0.59, -0.23], [0.23, 0.17, 0.60], [0.14, -0.11, -0.12], [-0.39, -0.25, 0.09], [0.01, 0.00, -0.09], [0.01, 0.06, 0.11], [0.11, -1.00, 0.85], [-0.60, -1.95, 1.06], [-0.54, 0.21, 0.15], [-0.24, 0.47, 0.44], [-0.65, 0.21, -0.71], [-0.21, 0.22, 0.21], [0.62, -0.06, 0.49]], "lowdin_charge": [-0.01, -0.28, -0.17, -0.22, -0.10, -0.02, 0.12, 0.13, 0.11, 0.09, 0.11, 0.10, 0.12, 0.02, 0.03, 0.03, 0.02, 0.00, -0.07]}


5.
{"formula": "C2H3N3O3", "method": "ωB97M-V/def2-TZVPD", "e_lumo_ev": -0.48, "de_lowest_kcal_mol": 137.2, "smiles": "Nn1onc(O)c1=O", "elements": ["N", "N", "O", "N", "C", "O", "C", "O", "H", "H", "H"], "coordinates": [[-2.348, 0.168, 0.454], [-1.056, -0.111, -0.451], [-0.699, -1.512, 0.051], [0.694, -1.553, -0.030], [1.188, -0.323, -0.134], [2.309, 0.354, 0.243], [0.142, 0.768, -0.274], [-0.020, 1.983, -0.064], [-1.749, 1.239, 0.744], [-3.174, 0.200, -0.377], [3.204, -0.231, 0.424]], "atomic_forces_ev_per_a": [[3.34, 3.33, -3.48], [-1.49, -1.38, 2.50], [1.80, 2.88, -2.28], [1.35, 2.30, 0.76], [-1.76, 1.02, 0.83], [3.79, -3.62, -0.06], [-4.00, -0.96, 1.50], [1.20, -3.23, -0.92], [-3.64, -2.96, -1.06], [2.98, 0.87, 2.92], [-3.58, 1.75, -0.71]], "lowdin_charge": [0.02, -0.07, -0.09, 0.11, -0.30, 0.04, -0.31, 0.06, 0.18, 0.14, 0.22]}


6.
{"formula": "C3H7NOP", "method": "ωB97M-V/def2-TZVPD", "e_lumo_ev": [4.40, 4.40], "de_lowest_kcal_mol": 55.8, "total_charge": -1, "elements": ["C", "C", "C", "N", "O", "P", "H", "H", "H", "H", "H", "H", "H"], "coordinates": [[0.580, -0.179, -0.591], [-0.179, 1.150, -0.460], [0.188, -1.636, 1.674], [-0.756, 1.706, -1.504], [-1.352, 2.815, -1.442], [-0.639, -1.495, -0.060], [0.797, -0.411, -1.661], [1.449, -0.020, 0.030], [-0.088, 1.836, 0.399], [-0.324, -2.224, 2.455], [0.175, -0.626, 2.061], [1.066, -2.194, 1.529], [-0.916, 1.277, -2.429]], "atomic_forces_ev_per_a": [[-1.61, 1.50, -0.69], [1.07, -0.63, -2.37], [-2.36, -0.26, 0.03], [0.58, -1.22, 1.27], [-1.29, 2.48, -0.15], [-0.06, -0.68, 0.99], [0.30, 0.58, 0.74], [0.63, -0.66, -0.04], [-0.38, -0.71, -0.38], [-0.49, 0.06, -0.48], [0.96, 0.17, 0.23], [1.88, 0.11, 0.04], [0.76, -0.74, 0.81]], "lowdin_charge": [-0.59, -0.21, -0.50, -0.24, -0.24, 0.51, 0.03, 0.04, 0.12, -0.01, -0.02, -0.05, 0.16]}


- Number 6 is which compound?
  C3H7NOP